Molecular formula: C34H37N2O2P2PtSi
Method: DFT, ωB97M-V with the def2-TZVPD basis set

Structure (ORCA input):
```
! wB97M-V def2-TZVPD RIJCOSX def2/J DEFGRID3
* xyz 3 5
Pt -1.55 0.76 0.84
C -1.81 -1.09 4.32
C -2.95 -1.08 3.36
C -4.18 -1.71 3.67
C -5.23 -1.70 2.77
C -5.08 -1.06 1.54
C -3.84 -0.44 1.28
N -2.82 -0.48 2.20
N -3.44 0.23 0.21
Si -4.39 0.59 -1.33
C -5.78 1.70 -0.81
C -3.14 1.45 -2.40
C -4.89 -1.05 -2.03
H -2.13 -0.71 5.29
H -0.99 -0.48 3.94
H -1.46 -2.11 4.47
H -4.29 -2.20 4.63
H -6.16 -2.18 3.01
H -5.88 -1.03 0.82
H -5.42 2.60 -0.31
H -6.51 1.22 -0.16
H -6.32 2.02 -1.71
H -2.66 2.29 -1.88
H -3.63 1.86 -3.29
H -2.38 0.75 -2.74
H -5.64 -1.57 -1.43
H -4.03 -1.70 -2.16
H -5.34 -0.88 -3.02
O -0.49 -0.89 -0.11
P 0.95 -1.32 -0.35
C 2.07 -0.36 0.76
P 1.67 1.40 0.86
O 0.29 1.59 1.48
C 1.93 2.21 -0.68
C 1.06 3.24 -1.05
C 1.26 3.92 -2.24
C 2.34 3.59 -3.05
C 3.21 2.56 -2.68
C 3.01 1.87 -1.51
C 2.83 2.16 2.06
C 3.97 2.82 1.67
C 4.82 3.46 2.65
C 4.50 3.47 4.00
C 3.34 2.85 4.39
C 2.50 2.20 3.42
C 1.46 -0.99 -2.02
C 0.68 -0.17 -2.83
C 1.08 0.09 -4.13
C 2.26 -0.47 -4.62
C 3.04 -1.29 -3.81
C 2.64 -1.56 -2.51
C 1.25 -3.04 0.00
C 1.85 -3.51 1.17
C 2.00 -4.87 1.37
C 1.54 -5.77 0.41
C 0.94 -5.31 -0.75
C 0.80 -3.95 -0.96
H 3.11 -0.51 0.44
H 1.97 -0.75 1.78
H 0.23 3.50 -0.40
H 0.59 4.71 -2.53
H 2.50 4.12 -3.97
H 4.05 2.31 -3.32
H 3.68 1.06 -1.25
H 4.26 2.88 0.63
H 5.73 3.94 2.30
H 5.14 3.96 4.72
H 3.04 2.83 5.43
H 1.57 1.76 3.76
H -0.23 0.26 -2.45
H 0.47 0.72 -4.77
H 2.56 -0.27 -5.64
H 3.94 -1.73 -4.21
H 3.23 -2.23 -1.90
H 2.22 -2.83 1.92
H 2.48 -5.23 2.27
H 1.67 -6.83 0.57
H 0.58 -6.01 -1.49
H 0.34 -3.59 -1.88
*
```

Properties
⟨S²⟩ ... 6.0693
E_tot ... -72611.4319 eV
Maximum force ... 0.00293 Eh/bohr
E_LUMO (alpha / beta) ... -8.79 / -12.66 eV
HOMO energy (alpha / beta) ... -16.26 / -16.31 eV